Formula: C40H80O20
Source: the Open Molecules 2025 dataset
Level of theory: ωB97M-V/def2-TZVPD

Structure (XYZ):
```
140
Properties=species:S:1:pos:R:3:mulliken_charge:R:1
C -1.841 1.427 4.344 -1.128
C -0.357 1.485 4.403 1.316
O -0.050 2.741 4.950 -0.375
C 0.285 3.745 4.180 0.779
C 0.394 5.049 4.949 -1.251
O 0.530 3.653 3.004 -0.503
H -2.121 0.653 3.629 0.133
H -2.240 2.369 3.969 0.398
H -2.246 1.214 5.333 0.338
H 0.121 0.649 4.913 -0.016
H 0.036 1.345 3.396 -0.593
H 1.173 5.008 5.710 0.320
H -0.456 5.352 5.561 0.331
H 0.641 5.781 4.180 0.318
C 1.283 -1.530 -1.607 -0.550
C 0.051 -0.702 -1.829 -0.330
O -0.344 -0.113 -0.553 0.711
C -0.673 1.213 -0.536 0.103
C -0.905 1.643 0.889 1.227
O -0.709 2.030 -1.463 -0.638
H 0.881 -2.416 -1.115 0.299
H 2.081 -1.209 -0.938 -0.074
H 1.596 -1.800 -2.616 0.036
H 0.222 -0.021 -2.662 0.216
H -0.695 -1.374 -2.255 -0.035
H -1.869 2.137 1.011 -0.114
H -0.116 2.357 1.124 -0.085
H -0.860 0.760 1.526 -0.666
C 3.748 -1.223 1.333 -1.157
C 2.373 -1.106 2.050 0.130
O 2.255 -2.119 3.062 0.141
C 2.442 -1.827 4.355 0.880
C 2.289 -3.037 5.240 -1.394
O 2.599 -0.737 4.886 -0.602
H 3.765 -2.208 0.867 0.069
H 4.591 -1.139 2.019 0.482
H 3.899 -0.403 0.630 0.290
H 2.257 -0.067 2.360 0.230
H 1.557 -1.145 1.328 -0.103
H 2.412 -2.790 6.295 0.365
H 3.163 -3.668 5.083 0.409
H 1.424 -3.700 5.266 0.273
C 2.891 1.126 -3.819 -0.683
C 4.028 1.407 -2.730 -0.410
O 3.421 1.900 -1.561 -0.243
C 3.283 3.208 -1.452 0.688
C 2.754 3.638 -0.126 -0.525
O 3.693 4.080 -2.219 -0.644
H 2.288 2.010 -4.025 0.404
H 2.213 0.337 -3.492 -0.126
H 3.333 0.722 -4.730 0.391
H 4.510 0.493 -2.383 0.235
H 4.806 2.079 -3.091 0.423
H 2.386 4.656 -0.247 0.323
H 3.556 3.710 0.608 0.402
H 1.977 3.027 0.335 -0.272
C 2.701 -4.801 0.627 -0.939
C 3.412 -4.953 1.990 -0.048
O 4.612 -4.154 1.999 -0.272
C 5.794 -4.704 1.595 0.719
C 6.877 -3.676 1.370 -0.999
O 6.046 -5.888 1.363 -0.580
H 1.925 -5.566 0.591 0.419
H 3.355 -4.935 -0.234 0.391
H 2.300 -3.814 0.398 0.019
H 2.710 -4.658 2.770 -0.111
H 3.631 -6.014 2.102 0.538
H 6.879 -2.894 2.129 0.303
H 6.892 -3.295 0.349 0.207
H 7.815 -4.228 1.440 0.372
C -2.606 -2.994 -0.199 -1.006
C -3.269 -1.853 -1.107 0.058
O -4.655 -1.804 -0.844 -0.358
C -5.504 -1.631 -1.873 0.801
C -6.948 -1.298 -1.429 -1.075
O -5.240 -1.682 -3.082 -0.627
H -1.526 -2.988 -0.349 0.182
H -2.936 -3.999 -0.462 0.472
H -2.683 -2.803 0.871 0.144
H -2.855 -0.910 -0.747 -0.080
H -3.091 -2.033 -2.167 0.481
H -6.983 -0.897 -0.416 0.233
H -7.597 -2.174 -1.461 0.395
H -7.365 -0.594 -2.149 0.292
C -0.317 5.253 -2.783 -1.195
C -1.843 5.080 -2.896 0.442
O -2.387 6.023 -3.830 -0.335
C -3.605 5.852 -4.371 0.769
C -3.926 6.998 -5.299 -1.123
O -4.269 4.808 -4.329 -0.533
H 0.197 5.233 -3.744 0.354
H 0.153 4.552 -2.093 0.141
H -0.084 6.226 -2.350 0.414
H -2.037 4.101 -3.333 0.031
H -2.377 5.192 -1.953 0.112
H -4.691 6.732 -6.028 0.319
H -3.020 7.316 -5.815 0.333
H -4.282 7.854 -4.726 0.281
C -4.974 3.802 1.307 -1.056
C -5.584 4.101 -0.040 -0.313
O -4.923 3.531 -1.148 -0.192
C -5.061 2.193 -1.495 0.451
C -4.288 1.810 -2.717 0.030
O -5.814 1.422 -0.939 -0.589
H -5.061 2.730 1.482 0.266
H -5.498 4.291 2.128 0.450
H -3.908 4.028 1.268 0.197
H -6.629 3.790 -0.018 0.324
H -5.535 5.188 -0.110 0.332
H -3.262 2.161 -2.612 -0.264
H -4.785 2.223 -3.595 0.394
H -4.288 0.723 -2.802 -0.047
C -0.900 -2.608 7.157 -1.422
C -0.970 -2.006 5.738 0.337
O -0.964 -3.085 4.744 -0.343
C -0.982 -2.832 3.394 0.621
C -0.676 -4.077 2.608 -0.502
O -1.274 -1.761 2.883 -0.434
H 0.056 -3.131 7.197 0.244
H -1.731 -3.307 7.248 0.333
H -1.009 -1.937 8.008 0.377
H -1.895 -1.443 5.620 0.494
H -0.143 -1.330 5.519 -0.200
H 0.354 -3.987 2.263 -0.264
H -1.362 -4.238 1.776 0.346
H -0.585 -4.991 3.195 0.349
C 0.318 -2.481 -5.969 -1.100
C 1.750 -2.659 -6.384 -0.291
O 2.459 -2.808 -5.165 -0.142
C 3.763 -3.147 -5.259 0.614
C 4.440 -3.086 -3.868 -0.607
O 4.360 -3.619 -6.212 -0.578
H -0.301 -2.503 -6.866 0.423
H 0.006 -1.609 -5.395 0.198
H 0.000 -3.330 -5.363 0.298
H 1.887 -3.554 -6.990 0.329
H 2.151 -1.827 -6.963 0.317
H 5.474 -3.420 -3.953 0.352
H 3.903 -3.739 -3.181 0.146
H 4.554 -2.127 -3.362 0.041
```

HOMO-LUMO gap ... 10.37 eV
LUMO energy ... 0.34 eV
HOMO ... -10.02 eV
Energy relative to the best compared isomer or geometry (same formula, charge and spin) ... 148.0 kJ/mol



Formula: C7H5NO4
Source: the Open Molecules 2025 dataset
Level of theory: ωB97M-V/def2-TZVPD

Structure (XYZ):
```
17
Properties=species:S:1:pos:R:3:mulliken_charge:R:1
O -3.227 -1.494 0.317 -0.528
C -2.835 -0.352 -0.006 0.654
O -3.610 0.793 -0.007 -0.421
C -1.282 -0.011 -0.207 0.646
C -0.635 1.167 -0.122 -0.201
C 0.740 1.200 0.121 -0.803
C 1.544 0.006 0.070 0.687
C 3.025 -0.088 -0.013 0.235
O 3.692 0.869 0.263 -0.528
O 3.457 -1.325 -0.102 -0.535
N 0.845 -1.155 -0.030 -0.566
C -0.457 -1.211 -0.055 -0.380
H -3.072 1.498 -0.232 0.287
H -1.135 2.159 -0.034 0.171
H 1.212 2.155 0.118 0.436
H 2.669 -1.976 -0.239 0.491
H -0.929 -2.234 0.157 0.358
```

HOMO-LUMO gap ... 9.18 eV
LUMO energy ... -1.06 eV
HOMO ... -10.24 eV
Energy relative to the best compared isomer or geometry (same formula, charge and spin) ... 104.0 kJ/mol



Formula: C44H48BrFN9O7PS
Source: the Open Molecules 2025 dataset
Level of theory: ωB97M-V/def2-TZVPD

Structure (XYZ):
```
112
Properties=species:S:1:pos:R:3:mulliken_charge:R:1
N -2.167 0.151 4.323 -0.215
C -0.806 0.359 3.840 -0.864
C -0.901 0.763 2.374 -0.708
C 0.439 0.901 1.694 0.780
F 1.443 1.168 2.605 -0.352
O 0.811 -0.281 1.004 -0.422
S 2.067 0.030 0.046 1.511
O 3.294 -0.247 0.694 -0.616
O 1.781 -0.539 -1.218 -0.615
O 1.864 1.621 0.034 -0.035
C 0.598 1.986 0.599 0.026
Br -0.772 1.822 -0.743 0.009
P 0.705 3.709 1.309 0.825
O 0.041 3.770 2.611 -0.578
O 2.248 4.047 1.263 -0.541
O 0.137 4.647 0.177 -0.522
H -2.158 -0.236 5.259 0.225
H -2.640 -0.553 3.766 0.101
H -0.147 -0.513 3.948 0.396
H -0.354 1.172 4.410 0.314
H -1.460 0.000 1.828 0.519
H -1.441 1.707 2.292 0.104
H 2.705 3.741 2.055 0.385
H -0.558 5.221 0.520 0.348
C -6.618 -2.882 6.545 -0.276
C -6.400 -1.636 7.111 -0.593
C -5.303 -0.901 6.689 -0.238
N -4.442 -1.330 5.766 -0.159
C -4.664 -2.531 5.236 0.059
C -5.732 -3.343 5.586 -0.560
H -7.468 -3.483 6.845 0.386
H -7.067 -1.234 7.861 0.375
H -5.107 0.082 7.104 0.387
H -3.954 -2.861 4.485 0.224
H -5.868 -4.301 5.106 0.389
C -5.994 -6.329 0.690 -0.163
C -4.836 -5.748 1.181 -0.630
C -4.950 -4.606 1.960 0.086
N -6.112 -4.031 2.264 -0.368
C -7.216 -4.599 1.782 -0.179
C -7.211 -5.743 0.997 -0.463
H -5.949 -7.221 0.079 0.373
H -3.862 -6.167 0.967 0.354
H -4.061 -4.129 2.358 0.272
H -8.151 -4.111 2.036 0.376
H -8.142 -6.158 0.636 0.356
C 4.148 1.467 -2.936 -0.360
C 4.206 2.745 -2.405 -0.246
C 4.820 3.745 -3.149 -0.517
N 5.367 3.544 -4.345 -0.622
C 5.303 2.306 -4.837 -0.208
C 4.702 1.242 -4.184 -0.021
H 3.685 0.648 -2.400 0.421
H 3.785 2.973 -1.434 0.464
H 4.878 4.757 -2.762 0.387
H 5.765 2.159 -5.807 0.296
H 4.686 0.257 -4.626 0.303
C -3.502 4.382 3.448 -0.242
C -3.637 3.195 4.146 -0.427
C -4.688 2.349 3.820 -0.435
N -5.581 2.620 2.871 -0.379
C -5.442 3.768 2.208 -0.204
C -4.426 4.678 2.455 -0.625
H -2.689 5.062 3.670 0.423
H -2.939 2.908 4.920 0.381
H -4.807 1.404 4.338 0.643
H -6.183 3.969 1.440 0.415
H -4.364 5.594 1.882 0.398
C -9.744 3.092 3.166 -0.256
C -9.014 2.080 2.564 0.046
C -9.694 0.949 2.135 -0.445
N -11.008 0.777 2.269 -0.540
C -11.694 1.760 2.849 -0.199
C -11.113 2.931 3.313 -0.403
H -9.252 3.990 3.518 0.390
H -7.942 2.161 2.436 0.315
H -9.154 0.137 1.660 0.416
H -12.762 1.601 2.949 0.340
H -11.724 3.694 3.776 0.356
C 7.103 -3.841 -2.165 -0.416
C 6.303 -3.117 -1.293 -0.619
C 5.651 -1.991 -1.773 -0.205
N 5.757 -1.567 -3.032 0.023
C 6.524 -2.273 -3.862 -0.334
C 7.216 -3.412 -3.477 -0.597
H 7.632 -4.722 -1.825 0.384
H 6.186 -3.412 -0.259 0.420
H 5.023 -1.400 -1.115 0.433
H 6.600 -1.905 -4.880 0.481
H 7.835 -3.936 -4.191 0.426
C 10.524 1.612 -3.285 -0.278
C 11.246 0.802 -4.148 -0.346
C 10.815 -0.502 -4.344 -0.295
N 9.745 -1.023 -3.748 -0.316
C 9.062 -0.235 -2.920 0.219
C 9.409 1.083 -2.658 -0.672
H 10.824 2.637 -3.109 0.378
H 12.123 1.169 -4.662 0.364
H 11.354 -1.161 -5.016 0.356
H 8.191 -0.672 -2.447 0.212
H 8.809 1.677 -1.982 0.393
C 3.478 -1.025 -8.417 -0.386
C 4.255 -0.052 -7.809 -0.225
C 5.543 -0.386 -7.421 -0.189
N 6.080 -1.592 -7.594 -0.525
C 5.322 -2.517 -8.180 -0.294
C 4.023 -2.284 -8.609 -0.316
H 2.467 -0.805 -8.735 0.380
H 3.874 0.945 -7.632 0.379
H 6.183 0.347 -6.942 0.480
H 5.776 -3.493 -8.311 0.368
H 3.455 -3.076 -9.078 0.370
```

HOMO-LUMO gap ... 9.32 eV
LUMO energy ... 0.16 eV
HOMO ... -9.15 eV



Formula: C3H9N2
Source: the Open Molecules 2025 dataset
Level of theory: ωB97M-V/def2-TZVPD

Structure (XYZ):
```
14
Properties=species:S:1:pos:R:3:mulliken_charge:R:1
C -0.643 -1.298 0.897 -1.061
C -0.208 -0.932 -0.526 -0.211
N 1.329 0.834 0.545 -0.332
C 0.391 1.409 -0.265 -0.339
N -0.528 0.439 -0.821 -0.190
H -0.455 -2.348 1.119 0.344
H -1.712 -1.113 1.015 0.332
H -0.143 -0.659 1.623 0.315
H -0.720 -1.544 -1.260 0.386
H 0.902 -1.041 -0.591 0.281
H -0.270 2.108 0.305 0.408
H 2.005 1.545 0.863 0.300
H 0.798 1.996 -1.108 0.468
H -0.746 0.604 -1.798 0.298
```

HOMO-LUMO gap ... 6.79 eV
LUMO energy ... -8.45 eV
HOMO ... -15.23 eV
Total charge ... +1
Energy relative to the best compared isomer or geometry (same formula, charge and spin) ... 496.9 kJ/mol



Max |F| values, unit eV/A, following the record order: 2.875, 5.064, 0.603, 3.030.